Record 1
{"formula": "C5H32O10", "method": "wB97M-V/def2-TZVPD", "symbols": ["C", "C", "C", "C", "C", "H", "H", "H", "H", "H", "H", "H", "H", "H", "H", "H", "H", "O", "H", "H", "O", "H", "H", "O", "H", "H", "O", "H", "H", "O", "H", "H", "O", "H", "H", "O", "H", "H", "O", "H", "H", "O", "H", "H", "O", "H", "H"], "positions_angstrom": [[-1.7461, 2.4872, 1.8268], [-1.4909, 3.6834, 0.8311], [-0.7547, 3.0122, -0.3586], [0.5863, 2.4104, 0.1179], [1.8090, 2.1422, -0.7574], [-2.3970, 2.8357, 2.6266], [-0.7669, 2.3653, 2.3203], [-2.0238, 1.5677, 1.3208], [-0.7521, 4.3645, 1.2759], [-2.4393, 4.1404, 0.5416], [-1.2766, 2.1493, -0.8266], [-0.5746, 3.7375, -1.2356], [0.9155, 2.9229, 1.0170], [0.2747, 1.4413, 0.5568], [1.4888, 1.8052, -1.6876], [2.3860, 3.0773, -0.9888], [2.3774, 1.2645, -0.3752], [1.0514, 2.0411, -3.6532], [1.6393, 1.5514, -4.2329], [0.1599, 1.6921, -3.6276], [-3.5418, -2.7282, 2.1546], [-2.6097, -3.0361, 2.0408], [-3.6057, -2.0382, 1.4869], [1.9826, -3.6622, 0.9606], [1.1635, -3.2257, 0.6285], [1.7584, -4.4775, 1.4159], [0.3396, -1.6940, -0.0762], [0.4971, -0.9445, 0.5147], [-0.6433, -1.5554, -0.2708], [-1.2080, -3.9414, 1.4927], [-1.4422, -4.6703, 0.8787], [-1.1549, -4.2076, 2.4148], [-2.0218, -1.1837, -1.0700], [-1.9911, -0.2167, -0.8778], [-1.8093, -1.0858, -2.0226], [1.3029, -1.3885, -2.5805], [1.9180, -2.1226, -2.6355], [1.0920, -1.1655, -1.6553], [2.4750, -1.1463, 1.6105], [2.2617, -2.1069, 1.7880], [3.1126, -1.1100, 0.8952], [-1.0066, -1.8225, -3.7747], [-0.1469, -1.4244, -3.5263], [-0.9570, -2.7833, -3.7272], [1.6287, 1.1604, 2.9112], [2.0009, 1.4845, 3.7323], [2.1391, 0.4010, 2.6003]], "forces_ev_per_a": [[1.336, 2.137, 0.571], [0.242, -2.480, -0.486], [1.155, 1.169, -2.125], [-0.172, -0.931, 1.398], [-0.039, 0.629, 0.576], [-0.485, -0.515, -0.107], [-0.464, -0.592, -0.115], [-0.380, 0.017, 0.147], [-0.655, 0.187, -0.054], [0.306, 0.261, -0.032], [-0.420, 0.631, 0.315], [-0.260, -0.778, 1.267], [0.080, 0.363, 0.102], [0.367, 0.185, -0.150], [-0.509, -0.482, -1.631], [-0.126, -1.021, 0.567], [0.144, 1.104, 0.230], [0.223, 0.825, 0.016], [-0.531, -0.383, -0.091], [0.129, -0.436, -0.479], [0.769, -0.039, -0.015], [-1.103, 0.287, -0.139], [-0.176, 0.039, 0.004], [-0.115, 0.083, -0.095], [0.182, -0.374, 0.163], [-0.268, 0.076, -0.104], [-1.289, 0.812, 0.153], [0.640, -0.204, 0.320], [1.046, -0.718, -0.263], [0.379, -0.033, -0.816], [0.105, 0.438, 1.163], [0.002, -0.752, -0.205], [-0.084, 2.049, -0.512], [-0.399, -0.781, 0.519], [-0.042, -1.167, -0.168], [0.248, 0.756, -0.649], [-0.018, 0.026, 0.439], [0.211, -0.749, 0.126], [-0.297, -0.354, 0.740], [0.636, 1.065, -0.615], [0.070, -0.318, -0.027], [-0.778, 0.610, -0.192], [0.056, -0.928, 0.050], [0.359, 0.296, 0.123], [-0.386, 0.359, -0.059], [0.200, -0.181, 0.028], [0.113, -0.186, 0.116]], "gap_ha": 0.37928, "spin_multiplicity": 1, "smiles": "CCCCC.O.O.O.O.O.O.O.O.O.O", "energy_ev": -26179.0322, "homo_ha": -0.380}

Record 2
{"formula": "C4H7NO", "method": "wB97M-V/def2-TZVPD", "symbols": ["C", "C", "C", "N", "H", "H", "H", "H", "H", "C", "O", "H", "H"], "positions_angstrom": [[-0.9474, 1.3094, -0.1703], [-1.3805, 0.2449, -0.8447], [-1.7093, -0.9856, -0.1781], [-1.9357, -1.9879, 0.3578], [-0.6743, 2.2227, -0.6888], [-0.8424, 1.2969, 0.9102], [-1.4766, 0.2476, -1.9260], [1.6236, 1.9046, 1.1084], [1.8964, 1.3099, 0.7491], [1.3592, -1.3956, 0.1745], [2.1728, -0.6583, -0.3245], [1.0209, -2.3221, -0.3252], [0.8934, -1.1865, 1.1576]], "forces_ev_per_a": [[-0.105, -0.144, -0.089], [0.061, 0.222, 0.080], [-0.210, -0.840, 0.468], [0.213, 0.964, -0.528], [-0.052, -0.144, 0.053], [-0.044, -0.023, -0.172], [0.003, -0.005, 0.138], [0.067, -0.018, 0.018], [-0.015, 0.125, 0.063], [0.258, 0.158, -0.154], [-0.349, -0.400, 0.179], [0.074, 0.073, 0.032], [0.100, 0.030, -0.088]], "gap_ha": 0.38431, "spin_multiplicity": 1, "smiles": "C=CC#N.[H][H].C=O", "energy_ev": -7796.1837, "homo_ha": -0.378}

Record 3
{"formula": "C33H42N9O6PbSSe2", "method": "wB97M-V/def2-TZVPD", "symbols": ["Pb", "N", "C", "C", "C", "N", "C", "C", "N", "C", "H", "H", "H", "H", "H", "H", "H", "H", "H", "H", "H", "H", "H", "H", "H", "H", "O", "C", "C", "C", "O", "C", "Se", "C", "Se", "H", "H", "H", "H", "H", "H", "H", "H", "H", "H", "C", "N", "N", "C", "O", "C", "C", "C", "C", "C", "C", "C", "C", "C", "H", "H", "H", "H", "H", "H", "H", "H", "H", "H", "H", "H", "N", "C", "C", "C", "N", "C", "N", "O", "C", "N", "S", "O", "O", "C", "C", "C", "C", "C", "C", "H", "H", "H", "H"], "positions_angstrom": [[-0.6563, 0.0512, 0.2812], [-1.8204, -0.2549, 4.7441], [-2.3151, 0.2871, 3.4320], [-2.3064, 1.8065, 3.4888], [-2.7936, 2.4223, 2.1754], [-1.7481, 2.2927, 1.1456], [-4.1189, 1.8076, 1.7322], [-4.1901, 0.2818, 1.7675], [-3.4020, -0.3150, 0.6766], [-3.6891, -0.2665, 3.1058], [-0.8290, 0.1240, 4.9352], [-1.7403, -1.2711, 4.7145], [-2.4465, -0.0071, 5.5094], [-1.5757, -0.0733, 2.7208], [-1.3056, 2.1663, 3.7307], [-2.9819, 2.1354, 4.2879], [-2.9826, 3.4842, 2.3655], [-0.8844, 2.7489, 1.4380], [-2.0507, 2.7810, 0.3045], [-4.3848, 2.1714, 0.7358], [-4.8962, 2.1847, 2.4030], [-5.2455, 0.0049, 1.6722], [-3.6535, 0.1153, -0.2106], [-3.6245, -1.3023, 0.5776], [-3.6697, -1.3602, 3.0737], [-4.3979, 0.0236, 3.8900], [-4.1907, -4.3299, -0.8361], [-3.3393, -5.4667, -0.8350], [-1.9116, -5.0353, -0.4416], [-1.0979, -6.3305, -0.3662], [0.2795, -6.0401, -0.2568], [-2.0046, -4.3006, 0.8983], [-0.3780, -3.3140, 1.3487], [-1.3948, -4.0927, -1.5342], [0.0626, -2.9263, -0.9389], [-5.0439, -4.5818, -1.1994], [-3.3069, -5.9260, -1.8282], [-3.6982, -6.2175, -0.1217], [-1.2972, -6.9127, -1.2753], [-1.4515, -6.9189, 0.4896], [0.7735, -6.8661, -0.2208], [-2.1798, -4.9990, 1.7176], [-2.8330, -3.5974, 0.8590], [-2.2008, -3.4466, -1.8718], [-1.0074, -4.6568, -2.3825], [2.6551, 2.2394, -5.1283], [2.4082, 2.2245, -3.6924], [2.2625, 1.0183, -3.0288], [1.5462, 1.2275, -1.8676], [1.3373, 0.2888, -1.0494], [1.1628, 2.5917, -1.8844], [1.6877, 3.1497, -3.0206], [1.5069, 4.5159, -3.5757], [3.1981, -0.0368, -3.2207], [2.7318, -1.3417, -3.2237], [3.6334, -2.3834, -3.3747], [4.9844, -2.1193, -3.5482], [5.4386, -0.8079, -3.5579], [4.5488, 0.2404, -3.3821], [2.8916, 1.2295, -5.4496], [3.5017, 2.8839, -5.3589], [1.7681, 2.5819, -5.6618], [0.6183, 3.1010, -1.1108], [1.1147, 5.1753, -2.8048], [0.7905, 4.4950, -4.3997], [2.4486, 4.9245, -3.9417], [1.6743, -1.5278, -3.1039], [3.2737, -3.4039, -3.3651], [5.6832, -2.9345, -3.6793], [6.4915, -0.5981, -3.6911], [4.8960, 1.2657, -3.3658], [-1.7196, 0.9463, -1.6994], [-1.8686, 1.8399, -2.4318], [-2.0890, 2.9302, -3.2403], [-1.2668, 3.1371, -4.3707], [-0.5702, 3.3205, -5.2720], [-3.0192, 3.8758, -2.7422], [-3.7762, 4.5856, -2.2371], [1.1676, 2.6606, 1.1697], [1.5043, 1.9184, 2.0849], [0.7086, 0.9249, 2.5668], [1.3411, 0.2073, 3.8426], [0.5902, 0.5849, 5.0487], [1.4648, -1.2143, 3.6542], [2.8759, 1.0682, 3.8384], [3.9709, 0.9376, 4.6668], [5.0449, 1.7858, 4.4210], [5.0010, 2.7225, 3.3924], [3.8829, 2.8402, 2.5750], [2.8173, 1.9935, 2.8128], [3.9984, 0.2078, 5.4641], [5.9292, 1.7173, 5.0402], [5.8535, 3.3684, 3.2298], [3.8342, 3.5630, 1.7716]], "forces_ev_per_a": [[0.371, 0.031, -0.012], [-0.320, -0.048, -0.076], [0.025, -0.098, 0.156], [-0.146, -0.024, 0.047], [0.141, 0.073, 0.087], [-0.124, 0.008, -0.178], [-0.052, -0.012, 0.048], [-0.028, -0.101, -0.045], [-0.052, -0.010, -0.170], [-0.054, 0.073, 0.008], [-0.014, 0.023, 0.149], [-0.049, -0.019, -0.018], [0.028, 0.022, 0.007], [-0.055, 0.042, -0.019], [0.003, 0.009, -0.017], [0.011, -0.023, -0.002], [0.022, -0.018, 0.015], [0.033, -0.005, -0.012], [-0.009, -0.042, 0.014], [0.021, -0.004, -0.020], [0.014, 0.003, -0.017], [0.012, -0.004, -0.003], [0.001, -0.002, 0.021], [-0.013, 0.011, 0.035], [0.015, -0.016, -0.017], [0.019, -0.001, -0.007], [0.008, 0.019, 0.023], [0.065, -0.010, 0.005], [-0.106, -0.072, -0.028], [-0.036, 0.035, -0.008], [0.001, -0.055, -0.013], [-0.048, 0.089, -0.011], [0.088, -0.074, 0.044], [-0.043, 0.025, -0.008], [0.016, 0.001, 0.062], [-0.028, -0.002, -0.022], [-0.006, 0.002, 0.011], [0.004, 0.003, -0.008], [-0.004, 0.002, 0.004], [0.015, 0.012, 0.009], [-0.023, 0.064, 0.003], [0.019, -0.027, -0.008], [0.013, -0.019, 0.019], [0.000, -0.012, -0.007], [0.022, -0.028, 0.027], [-0.032, 0.005, -0.178], [0.006, -0.008, 0.158], [-0.019, -0.002, 0.086], [-0.123, 0.062, -0.327], [-0.099, 0.180, 0.202], [0.114, -0.066, 0.079], [0.006, 0.101, -0.158], [0.186, 0.224, 0.120], [-0.027, -0.004, -0.033], [0.033, -0.025, -0.015], [-0.021, -0.008, 0.008], [0.004, -0.007, -0.008], [0.007, 0.003, 0.004], [-0.017, 0.011, 0.000], [0.037, -0.008, 0.018], [0.003, 0.004, 0.026], [0.020, -0.004, 0.039], [0.011, 0.002, 0.014], [0.028, 0.014, 0.049], [0.351, 0.084, 0.166], [0.045, -0.001, 0.045], [-0.010, 0.016, -0.001], [0.014, -0.004, -0.002], [0.002, 0.002, 0.004], [-0.002, -0.003, -0.001], [-0.007, 0.002, -0.001], [-0.175, -0.085, -0.145], [0.092, -0.172, 0.128], [0.093, 0.053, -0.035], [-0.262, 0.035, -0.075], [-0.430, -0.354, -0.205], [-0.065, 0.102, 0.012], [0.042, -0.037, -0.040], [0.103, -0.035, 0.054], [0.017, 0.075, 0.066], [-0.163, 0.026, -0.046], [0.516, -0.186, -0.384], [0.079, 0.103, 0.183], [-0.083, 0.060, 0.099], [0.036, 0.021, 0.105], [0.010, -0.006, -0.030], [0.013, -0.016, 0.030], [-0.015, 0.016, -0.027], [-0.010, -0.015, -0.017], [-0.058, 0.017, -0.042], [-0.003, 0.003, 0.002], [-0.004, -0.003, 0.001], [-0.002, -0.001, -0.002], [0.003, 0.006, 0.006]], "gap_ha": 0.28153, "spin_multiplicity": 1, "total_charge": 1, "energy_ev": -207369.3125, "homo_ha": -0.371}

Record 4
{"formula": "C22H17N3O4PtSSe4", "method": "wB97M-V/def2-TZVPD", "symbols": ["Pt", "O", "C", "O", "C", "C", "C", "C", "C", "C", "C", "C", "C", "N", "H", "H", "H", "H", "H", "H", "Se", "Se", "Se", "Se", "C", "C", "C", "C", "C", "C", "C", "S", "O", "O", "N", "C", "C", "C", "C", "C", "N", "H", "H", "H", "H", "H", "H", "H", "H", "H", "H", "H"], "positions_angstrom": [[-1.3621, 1.2902, -0.1067], [2.3003, 1.3287, 1.5675], [1.1270, 1.3815, 1.2671], [0.6534, 1.7689, 0.1287], [0.0725, 0.9637, 2.2802], [0.4734, 0.6330, 3.5802], [-0.4821, 0.3263, 4.4996], [-1.8457, 0.4063, 4.1410], [-2.8803, 0.1705, 5.0769], [-4.1882, 0.3184, 4.7207], [-4.5139, 0.7267, 3.4108], [-3.5400, 0.9470, 2.4812], [-2.1822, 0.7652, 2.8174], [-1.1925, 0.9798, 1.9001], [1.5329, 0.6283, 3.7845], [-0.2182, 0.0503, 5.5125], [-2.6056, -0.1174, 6.0833], [-4.9750, 0.1433, 5.4413], [-5.5490, 0.8796, 3.1387], [-3.7994, 1.2973, 1.4887], [-1.8000, 4.1888, 2.3691], [-1.9090, 3.7102, 0.2055], [-4.5881, 2.3561, -1.4828], [-3.6255, 0.5299, -0.6880], [5.7618, -1.8020, -2.3498], [4.3233, -1.8285, -1.9158], [3.6170, -3.0252, -1.8430], [2.2939, -3.0485, -1.4292], [1.6770, -1.8581, -1.0760], [2.3568, -0.6489, -1.1446], [3.6749, -0.6456, -1.5662], [0.0135, -1.9436, -0.4912], [-0.0003, -1.8964, 0.9442], [-0.6162, -3.0405, -1.1722], [-0.6471, -0.5434, -0.9627], [-0.6488, -0.0562, -2.1874], [-0.2915, -0.6115, -3.4194], [-0.4557, 0.1749, -4.5356], [-0.9634, 1.4721, -4.4423], [-1.2911, 1.9616, -3.2017], [-1.1068, 1.2044, -2.1194], [6.0718, -2.7626, -2.7565], [6.4094, -1.5684, -1.5030], [5.9289, -1.0379, -3.1087], [4.1050, -3.9515, -2.1180], [1.7375, -3.9732, -1.3860], [1.8709, 0.2834, -0.8775], [4.2093, 0.2947, -1.6178], [0.0721, -1.6273, -3.4702], [-0.1974, -0.2252, -5.5067], [-1.1051, 2.0822, -5.3204], [-1.7024, 2.9489, -3.0405]], "forces_ev_per_a": [[0.221, 0.162, -0.909], [-0.192, 0.094, -0.028], [0.277, -0.270, 0.286], [-0.089, 0.285, -0.080], [0.127, 0.039, 0.077], [-0.060, -0.017, -0.058], [-0.065, 0.030, -0.062], [0.061, -0.037, 0.031], [-0.001, 0.005, 0.001], [0.037, -0.007, -0.016], [0.018, -0.028, 0.060], [-0.009, 0.233, -0.078], [-0.298, -0.094, 0.139], [0.047, 0.130, 0.153], [0.018, 0.005, 0.010], [0.010, -0.019, 0.014], [-0.002, -0.007, 0.019], [-0.006, -0.006, 0.013], [-0.031, 0.015, -0.009], [0.054, -0.015, 0.478], [-0.013, 0.008, -0.586], [-0.778, -1.044, 0.294], [0.493, 1.073, 0.030], [0.306, -0.745, 0.254], [0.000, -0.002, 0.027], [-0.007, 0.015, -0.009], [-0.040, 0.013, 0.009], [0.077, 0.047, -0.039], [0.015, -0.004, -0.004], [0.015, 0.040, 0.034], [-0.029, -0.040, 0.008], [0.084, -0.272, 0.224], [-0.044, 0.033, -0.027], [0.028, 0.053, 0.027], [-0.220, -0.384, 1.758], [0.111, 0.250, -1.669], [0.042, -0.082, -0.100], [0.048, -0.141, 0.002], [-0.066, 0.161, 0.047], [0.020, 0.172, -0.062], [-0.254, 0.541, -0.138], [0.010, -0.024, -0.007], [0.018, -0.001, -0.002], [0.001, 0.017, -0.013], [0.016, -0.020, -0.009], [-0.015, -0.054, -0.003], [0.082, -0.133, -0.046], [0.008, 0.019, 0.001], [-0.012, 0.009, -0.015], [0.009, -0.019, -0.021], [-0.010, 0.033, 0.001], [-0.010, -0.018, -0.007]], "gap_ha": [0.14325, 0.14351], "spin_multiplicity": 1, "energy_ev": -311217.4701, "homo_ha": [-0.257, -0.257]}

Which formula does entry 3 have? C33H42N9O6PbSSe2